(1)
89
Properties=species:S:1:pos:R:3:forces:R:3 method="wB97M-V/def2-TZVPD" total_charge=+1 s2=0.758 homo_ev="-10.38 / -10.37" homo_lumo_gap_ev="5.89 / 4.65" spin_multiplicity=2 lumo_ev="-4.5 / -5.7" total_energy_ev=-153027.5197 de_lowest_kcal_mol=85.3
Ir 0.4843 0.2859 -0.5526 2.785 1.061 4.237
Se 0.8683 3.9786 6.3305 0.006 0.132 0.268
N 1.8939 2.7679 5.5612 0.241 -0.287 -0.117
C 1.4302 2.5698 4.3539 -0.201 0.207 0.055
C 1.9955 1.6212 3.4099 0.064 -0.083 -0.159
C 3.1609 0.8908 3.6619 0.037 -0.032 -0.043
C 3.6270 0.0372 2.6916 -0.098 0.283 0.083
C 2.9013 -0.1208 1.5096 0.247 -0.152 -0.002
N 1.7878 0.5547 1.2847 -1.320 -0.480 -1.127
C 1.3540 1.4510 2.1864 0.129 0.039 0.358
C 0.2320 2.2736 1.8085 -0.044 0.269 0.217
N -0.2555 2.0908 0.5791 -0.465 -0.989 -1.677
C -1.2716 2.8309 0.1506 -0.042 0.208 -0.078
C -1.8519 3.8143 0.9444 0.095 0.008 0.022
C -1.3633 4.0178 2.2160 0.061 -0.049 0.024
C -0.3009 3.2334 2.6678 -0.069 0.069 -0.238
C 0.2770 3.3548 3.9927 0.204 -0.050 0.204
N -0.1764 4.1593 4.9206 -0.242 0.088 -0.294
H 3.6787 1.0407 4.6001 0.005 -0.052 0.008
H 4.5483 -0.5124 2.8181 -0.027 -0.057 -0.022
H 3.2369 -0.8053 0.7329 -0.037 0.058 -0.033
H -1.6219 2.6390 -0.8529 -0.012 -0.026 0.044
H -2.6663 4.4049 0.5510 -0.001 -0.011 -0.013
H -1.7757 4.7700 2.8756 -0.031 -0.003 -0.013
O -0.2017 0.1650 -2.6914 0.670 0.037 1.189
S -1.5447 -0.3819 -2.3611 -0.959 -0.548 -0.526
O -1.1220 -1.9228 -1.8514 -0.150 0.451 -0.544
O -1.8662 0.2656 -1.0298 -0.042 0.036 -0.487
C -2.0750 -2.5393 -1.0795 -0.378 -0.120 0.322
C -2.9839 -3.4095 -1.6677 0.165 0.030 -0.146
C -3.9735 -3.9910 -0.8975 -0.001 -0.019 0.061
C -4.0303 -3.7457 0.4701 0.014 -0.023 0.026
C -3.1176 -2.8871 1.0545 0.092 -0.023 -0.005
C -2.1458 -2.2519 0.2802 0.110 0.246 -0.142
P -1.1708 -0.9125 1.0496 0.343 -0.923 -0.289
C -0.3316 -1.7524 2.4358 0.242 0.246 -0.124
C -0.8582 -1.8856 3.7217 -0.052 -0.048 -0.046
C -0.1130 -2.5008 4.7158 -0.056 -0.027 -0.005
C 1.1520 -2.9990 4.4374 0.020 -0.027 -0.003
C 1.6575 -2.9233 3.1478 -0.020 -0.049 0.014
C 0.9203 -2.3013 2.1535 -0.099 -0.030 -0.026
C -2.4803 0.1023 1.8018 0.247 0.382 -0.064
C -2.2646 0.7474 3.0198 0.009 -0.036 -0.100
C -3.2681 1.5057 3.6032 0.034 0.052 0.075
C -4.4795 1.6734 2.9519 -0.012 -0.024 -0.010
C -4.6930 1.0631 1.7222 0.006 0.005 0.013
C -3.7084 0.2731 1.1557 0.040 -0.052 -0.014
H -2.9009 -3.6065 -2.7288 -0.027 0.018 0.001
H -4.7119 -4.6280 -1.3653 0.052 -0.067 0.009
H -4.7939 -4.2119 1.0775 0.008 -0.015 -0.004
H -3.1683 -2.6871 2.1177 -0.051 0.004 0.003
H -1.8517 -1.5284 3.9528 0.016 0.032 0.028
H -0.5308 -2.5970 5.7091 0.019 0.004 0.008
H 1.7369 -3.4581 5.2235 -0.016 -0.033 -0.009
H 2.6268 -3.3451 2.9141 0.004 0.006 -0.008
H 1.3053 -2.2487 1.1427 0.039 0.007 0.048
H -1.3132 0.6453 3.5238 0.007 -0.005 0.075
H -3.0965 1.9665 4.5681 0.005 0.037 -0.026
H -5.2591 2.2742 3.4015 0.001 -0.002 0.004
H -5.6303 1.2018 1.2002 -0.021 -0.037 0.027
H -3.8912 -0.2153 0.2102 -0.022 0.009 -0.005
N 1.9804 1.5428 -1.1672 -0.173 -0.984 -0.779
C 2.0475 2.6621 -1.5625 -0.400 0.034 0.003
N 2.2182 3.8538 -1.8196 0.215 0.174 0.516
C 1.8802 4.7048 -2.7590 -0.046 -0.071 -0.370
N 1.6001 5.5111 -3.5358 -0.017 -0.024 0.050
C 3.0818 -6.5370 -4.8761 -0.005 0.008 0.088
C 2.8813 -5.3607 -3.9593 -0.008 0.001 -0.030
C 3.2968 -4.0869 -4.3238 -0.133 0.102 -0.057
C 3.1194 -2.9909 -3.4845 0.195 -0.218 0.009
C 3.5600 -1.6129 -3.8962 0.082 -0.065 0.132
C 2.5478 -3.2177 -2.2378 -0.190 0.343 0.530
C 2.0370 -4.4612 -1.8676 0.259 -0.159 -0.173
C 1.3337 -4.6699 -0.5519 0.149 0.030 -0.045
C 2.2426 -5.5274 -2.7347 -0.135 0.051 0.032
C 2.5645 -2.0940 -1.2105 0.289 -0.697 -0.928
O 3.5938 -1.8481 -0.6105 -0.171 0.272 0.032
O 1.3836 -1.5594 -1.0821 -1.305 1.561 0.093
H 3.7166 -6.2764 -5.7210 -0.001 -0.015 -0.010
H 2.1248 -6.8911 -5.2633 0.011 -0.002 -0.029
H 3.5432 -7.3670 -4.3396 0.015 -0.012 -0.037
H 3.7706 -3.9333 -5.2871 -0.018 -0.025 -0.012
H 3.9599 -1.6218 -4.9080 -0.017 0.034 -0.012
H 4.3354 -1.2429 -3.2223 -0.002 0.039 -0.035
H 2.7239 -0.9115 -3.8560 0.008 0.024 -0.028
H 2.0514 -4.6739 0.2738 -0.044 0.007 0.035
H 0.8101 -5.6244 -0.5466 0.005 -0.009 0.035
H 0.6086 -3.8756 -0.3702 -0.037 -0.045 0.011
H 1.9027 -6.5151 -2.4397 -0.044 0.002 -0.048

=====

(2)
89
Properties=species:S:1:pos:R:3:forces:R:3 method="wB97M-V/def2-TZVPD" total_charge=+1 s2=0.761 homo_ev="-10.45 / -10.46" homo_lumo_gap_ev="6.98 / 5.52" spin_multiplicity=2 lumo_ev="-3.5 / -4.9" total_energy_ev=-153029.2432 de_lowest_kcal_mol=45.6
Ir 0.2837 0.6668 -0.1373 0.260 1.539 -0.708
Se 1.7399 3.2873 6.8155 0.023 0.076 0.179
N 2.6607 2.2868 5.6760 0.006 -0.033 -0.013
C 1.8804 2.0592 4.6562 0.102 -0.195 -0.272
C 2.2854 1.2621 3.4916 0.209 0.058 0.456
C 3.4946 0.5631 3.3993 -0.084 0.107 0.092
C 3.7470 -0.1874 2.2753 -0.058 -0.090 -0.111
C 2.8171 -0.2077 1.2369 0.119 0.129 0.049
N 1.6884 0.4895 1.3145 0.190 0.149 -0.134
C 1.4024 1.1762 2.4392 -0.747 0.148 -0.090
C 0.0467 1.7483 2.5105 0.665 -0.226 -0.282
N -0.7477 1.5128 1.4487 -0.015 -0.683 0.105
C -2.0134 1.9050 1.4819 0.037 -0.017 0.047
C -2.5258 2.6163 2.5636 -0.034 -0.032 -0.103
C -1.7084 2.9036 3.6341 0.083 -0.010 0.075
C -0.3903 2.4413 3.6208 0.016 0.247 0.426
C 0.5647 2.6410 4.7196 -0.241 -0.049 -0.290
N 0.2908 3.3324 5.7907 -0.024 0.011 0.005
H 4.1956 0.6065 4.2224 0.003 0.015 -0.020
H 4.6533 -0.7675 2.1798 -0.004 0.016 -0.017
H 2.9626 -0.7836 0.3353 0.019 0.037 -0.025
H -2.6164 1.6385 0.6253 -0.001 0.011 0.001
H -3.5598 2.9308 2.5485 0.015 0.003 -0.005
H -2.0650 3.4659 4.4872 -0.006 -0.029 0.001
O 0.7134 -1.8691 -0.1522 0.127 0.293 0.277
S -0.2126 -2.2009 0.9676 -0.273 0.256 -0.151
O 0.4073 -2.4875 2.2254 -0.058 -0.166 -0.058
O -1.2183 -1.1201 0.9630 -0.168 -0.305 0.391
C -1.0891 -3.5839 0.3078 0.110 -0.082 -0.219
C -1.2589 -4.7710 0.9850 -0.052 -0.020 0.000
C -1.9345 -5.8076 0.3455 0.017 -0.005 0.058
C -2.4130 -5.6470 -0.9440 -0.011 0.011 -0.057
C -2.2339 -4.4446 -1.6230 -0.034 -0.032 -0.022
C -1.5669 -3.4050 -0.9967 0.312 0.103 0.386
P -1.2759 -1.8174 -1.8280 -0.487 -0.713 -0.371
C -0.1935 -2.0287 -3.2009 0.103 0.089 -0.068
C -0.1096 -1.0150 -4.1666 0.028 0.003 0.045
C 0.8051 -1.1247 -5.1960 -0.001 -0.003 0.009
C 1.6567 -2.2230 -5.2525 0.016 0.006 0.010
C 1.5948 -3.2156 -4.2822 -0.008 0.003 0.011
C 0.6801 -3.1195 -3.2481 0.056 0.034 -0.004
C -2.8879 -1.2338 -2.3368 -0.046 0.225 0.059
C -3.7340 -0.7949 -1.3112 0.056 -0.016 0.002
C -4.9592 -0.2351 -1.6212 -0.031 0.012 -0.019
C -5.3457 -0.1010 -2.9509 0.015 -0.007 0.013
C -4.5254 -0.5691 -3.9672 0.010 -0.002 0.007
C -3.2929 -1.1318 -3.6681 -0.034 -0.005 0.016
H -0.8645 -4.8826 1.9866 -0.003 0.010 -0.016
H -2.0779 -6.7492 0.8587 0.002 0.011 -0.004
H -2.9225 -6.4653 -1.4349 -0.008 0.015 -0.001
H -2.5945 -4.3316 -2.6383 -0.046 0.004 0.024
H -0.7456 -0.1408 -4.0901 0.007 -0.007 -0.011
H 0.8696 -0.3483 -5.9467 0.018 0.002 0.013
H 2.3890 -2.2939 -6.0461 -0.017 -0.005 -0.001
H 2.2698 -4.0598 -4.3252 -0.002 0.016 -0.001
H 0.6511 -3.8771 -2.4756 -0.022 0.001 -0.007
H -3.4146 -0.8878 -0.2785 0.005 0.011 -0.011
H -5.6152 0.1026 -0.8291 0.007 0.001 -0.005
H -6.2913 0.3657 -3.1941 -0.017 -0.049 0.005
H -4.8436 -0.4976 -4.9989 0.007 0.011 0.008
H -2.6660 -1.5054 -4.4660 0.024 0.032 0.007
N 1.5558 0.3461 -1.6964 -0.308 -0.416 0.494
C 2.5217 0.4067 -2.3547 0.144 -0.320 0.084
N 3.4402 0.4803 -3.2023 -0.082 0.315 -0.567
C 4.7096 0.1335 -3.1688 -0.045 -0.055 0.354
N 5.8335 -0.1364 -3.1968 -0.065 -0.033 -0.031
C -2.9802 5.4492 -5.9279 0.022 -0.042 0.055
C -2.3596 4.7214 -4.7657 -0.031 0.067 -0.049
C -3.0357 4.6005 -3.5573 -0.040 -0.024 0.022
C -2.5103 3.8747 -2.4979 -0.119 -0.026 0.014
C -3.2683 3.7668 -1.2004 -0.007 -0.134 -0.094
C -1.2700 3.2600 -2.6684 0.130 -0.032 -0.071
C -0.5268 3.4228 -3.8441 0.135 0.055 -0.001
C 0.8603 2.8472 -3.9952 -0.117 -0.056 0.009
C -1.0982 4.1506 -4.8793 0.032 -0.032 -0.006
C -0.7405 2.3287 -1.6475 0.071 0.240 -0.175
O 0.2096 2.6068 -0.8463 0.542 -0.255 0.504
O -1.1613 1.1396 -1.5384 -0.451 -0.286 -0.250
H -3.7248 6.1699 -5.5934 0.017 0.013 -0.001
H -3.4811 4.7407 -6.5911 0.003 0.001 0.002
H -2.2270 5.9711 -6.5168 -0.004 0.011 0.015
H -4.0030 5.0767 -3.4393 0.029 0.016 0.014
H -4.0835 4.4875 -1.1710 0.012 0.003 0.006
H -2.6162 3.9569 -0.3458 -0.015 0.015 0.000
H -3.7024 2.7678 -1.0910 0.007 0.020 0.016
H 1.4432 2.9608 -3.0823 0.013 0.033 -0.025
H 1.3928 3.3464 -4.8021 -0.010 -0.017 -0.015
H 0.8330 1.7781 -4.2229 -0.006 0.020 -0.004
H -0.5388 4.2765 -5.7999 0.005 0.010 0.022